{"formula": "C36H108ClCsO22", "method": "the ωB97M-V functional and the def2-TZVPD basis", "elements": ["Cs", "Cl", "O", "O", "O", "O", "C", "C", "O", "H", "H", "H", "H", "H", "H", "C", "C", "O", "H", "H", "H", "H", "H", "H", "C", "C", "O", "H", "H", "H", "H", "H", "H", "C", "C", "O", "H", "H", "H", "H", "H", "H", "C", "C", "O", "H", "H", "H", "H", "H", "H", "C", "C", "O", "H", "H", "H", "H", "H", "H", "C", "C", "O", "H", "H", "H", "H", "H", "H", "C", "C", "O", "H", "H", "H", "H", "H", "H", "C", "C", "O", "H", "H", "H", "H", "H", "H", "C", "C", "O", "H", "H", "H", "H", "H", "H", "C", "C", "O", "H", "H", "H", "H", "H", "H", "C", "C", "O", "H", "H", "H", "H", "H", "H", "C", "C", "O", "H", "H", "H", "H", "H", "H", "C", "C", "O", "H", "H", "H", "H", "H", "H", "C", "C", "O", "H", "H", "H", "H", "H", "H", "C", "C", "O", "H", "H", "H", "H", "H", "H", "C", "C", "O", "H", "H", "H", "H", "H", "H", "C", "C", "O", "H", "H", "H", "H", "H", "H"], "xyz": [[2.498, 3.239, -1.282], [0.081, 0.986, -0.213], [0.633, -0.265, -0.760], [-0.073, 1.844, -1.368], [-1.143, 0.688, 0.400], [1.025, 1.568, 0.715], [-3.415, -3.321, -5.560], [-2.265, -2.410, -6.018], [-1.628, -1.758, -4.931], [-3.928, -2.714, -4.766], [-2.923, -4.066, -4.944], [-4.153, -3.630, -6.318], [-2.511, -1.731, -6.810], [-1.470, -3.067, -6.344], [-2.222, -1.056, -4.594], [-4.653, -0.367, 4.014], [-3.570, 0.157, 3.108], [-3.515, -0.743, 1.985], [-4.916, 0.386, 4.725], [-4.468, -1.359, 4.510], [-5.573, -0.509, 3.341], [-2.620, 0.235, 3.666], [-3.837, 1.173, 2.752], [-2.830, -0.490, 1.377], [-6.787, 0.581, -1.720], [-6.004, -0.315, -0.780], [-5.466, 0.563, 0.212], [-6.099, 1.304, -2.177], [-7.548, 1.139, -1.204], [-7.258, -0.013, -2.486], [-5.297, -0.848, -1.365], [-6.616, -1.156, -0.399], [-5.073, -0.018, 0.915], [0.773, 4.651, -4.386], [1.055, 3.340, -5.114], [1.709, 3.623, -6.382], [1.603, 5.210, -4.055], [0.096, 4.364, -3.595], [0.151, 5.225, -5.057], [0.098, 2.812, -5.234], [1.793, 2.803, -4.528], [1.685, 2.804, -6.865], [-3.030, -0.239, 7.236], [-1.608, -0.103, 6.779], [-0.996, 1.188, 7.052], [-3.327, -1.286, 6.992], [-3.636, 0.462, 6.709], [-3.133, -0.070, 8.333], [-1.434, -0.379, 5.747], [-1.047, -0.831, 7.372], [-1.370, 1.847, 6.396], [0.298, -1.961, 3.415], [0.554, -2.912, 2.299], [1.623, -2.475, 1.375], [1.199, -1.909, 4.035], [-0.569, -2.356, 3.930], [0.136, -0.956, 3.026], [-0.324, -3.020, 1.654], [0.861, -3.862, 2.763], [1.258, -1.723, 0.841], [-4.850, -4.999, 2.407], [-4.049, -5.475, 1.196], [-2.728, -4.826, 1.288], [-4.482, -3.948, 2.459], [-4.556, -5.577, 3.251], [-5.896, -5.084, 2.169], [-4.490, -5.183, 0.251], [-3.978, -6.603, 1.153], [-2.116, -5.243, 0.586], [-3.332, 1.871, -3.328], [-4.119, 1.487, -4.640], [-4.104, 0.098, -4.921], [-3.430, 2.910, -3.381], [-2.261, 1.713, -3.310], [-3.894, 1.543, -2.415], [-3.710, 1.975, -5.509], [-5.147, 1.749, -4.485], [-4.704, -0.337, -4.357], [-3.834, 4.439, -0.875], [-3.930, 3.208, -0.018], [-4.929, 3.306, 1.017], [-3.224, 4.197, -1.739], [-3.524, 5.336, -0.352], [-4.864, 4.720, -1.216], [-2.991, 2.871, 0.415], [-4.232, 2.329, -0.639], [-5.574, 2.602, 0.944], [1.339, 4.789, 1.999], [0.241, 5.358, 1.203], [0.657, 5.414, -0.183], [1.476, 3.764, 1.755], [1.308, 4.873, 3.081], [2.205, 5.348, 1.673], [0.039, 6.437, 1.490], [-0.688, 4.777, 1.319], [-0.046, 5.797, -0.754], [5.820, -3.088, -0.950], [5.632, -2.885, -2.478], [5.098, -1.547, -2.790], [6.430, -3.954, -0.762], [4.858, -3.243, -0.516], [6.300, -2.172, -0.556], [5.055, -3.698, -2.897], [6.586, -2.881, -3.039], [4.147, -1.576, -2.780], [3.508, -6.145, -1.090], [2.865, -5.659, 0.111], [1.595, -5.104, -0.287], [3.726, -5.333, -1.811], [2.874, -6.877, -1.648], [4.486, -6.514, -0.876], [3.526, -4.887, 0.586], [2.710, -6.477, 0.843], [1.476, -4.206, 0.056], [3.851, -0.467, 0.311], [5.045, 0.459, 0.047], [4.740, 1.833, 0.198], [3.024, -0.060, -0.308], [3.662, -0.507, 1.423], [4.043, -1.495, -0.032], [5.273, 0.397, -0.988], [5.916, 0.201, 0.638], [4.434, 1.930, 1.072], [3.065, 1.033, 3.982], [1.825, 1.613, 4.647], [1.642, 0.781, 5.787], [2.842, 0.054, 3.601], [3.824, 0.977, 4.758], [3.537, 1.625, 3.185], [0.956, 1.564, 4.003], [2.006, 2.645, 4.962], [0.752, 0.980, 6.160], [1.852, -0.832, -5.460], [1.255, -0.899, -4.044], [2.243, -0.875, -3.081], [1.191, -1.032, -6.302], [2.682, -1.508, -5.620], [2.296, 0.172, -5.554], [0.756, -1.896, -4.015], [0.474, -0.129, -3.926], [1.832, -1.110, -2.232], [5.726, 2.478, -4.596], [5.369, 1.684, -3.389], [3.876, 1.528, -3.502], [6.757, 2.897, -4.490], [5.033, 3.273, -4.718], [5.617, 1.939, -5.554], [5.666, 2.152, -2.467], [5.826, 0.717, -3.366], [3.702, 0.600, -3.466], [5.596, -2.421, 2.806], [4.749, -3.656, 2.842], [3.452, -3.310, 3.331], [5.680, -1.985, 3.827], [5.215, -1.702, 2.061], [6.587, -2.656, 2.451], [5.192, -4.354, 3.591], [4.674, -4.177, 1.872], [3.086, -2.587, 2.748], [-2.940, 4.617, 3.138], [-1.746, 3.805, 3.569], [-2.071, 3.010, 4.705], [-3.516, 4.107, 2.369], [-2.612, 5.575, 2.638], [-3.624, 4.860, 3.939], [-0.900, 4.405, 3.797], [-1.468, 3.150, 2.767], [-3.015, 2.933, 4.813]], "forces_ev_per_angstrom": [[0.3318, 0.1090, -0.3378], [1.8896, -1.6731, -2.3302], [0.0002, 0.3016, 1.0006], [-0.4616, 0.6748, 0.4368], [-1.6412, 0.2046, 1.0878], [-0.2759, 0.0693, 0.1289], [-0.1054, 1.9265, 1.4682], [0.5088, -1.0767, 0.3492], [-0.6789, 0.7291, 0.4157], [-0.1512, -0.4470, -0.8203], [-0.3620, -0.8316, -0.3889], [0.6353, -0.1848, 0.3294], [-0.3608, 0.4949, -0.4090], [0.1782, -0.1247, -0.6834], [0.2169, -0.4294, -0.3374], [-1.5678, -1.1341, -1.3436], [0.2215, -0.0445, -0.1505], [-0.5689, -0.0131, 0.7528], [-0.1674, 0.3248, 0.7195], [0.1561, 1.0567, -0.4972], [1.0722, 0.1012, 1.0500], [-0.0506, -0.1648, -0.4875], [0.1149, -0.3462, 0.1712], [0.7471, 0.3556, -0.3781], [0.4815, -0.1549, 0.0169], [-1.3905, 0.6165, 0.0592], [0.1913, -1.7457, 0.6790], [-0.1667, -0.1206, -0.0142], [-0.3469, 0.1901, 0.3083], [-0.2003, -0.1510, -0.4592], [1.5261, -0.1948, -0.4008], [-0.1119, 0.7273, 0.4527], [0.0304, 0.6934, -0.5821], [-1.6804, -1.3348, -1.1845], [1.1304, 1.0319, -0.2322], [-0.8465, 0.2577, 0.8607], [1.0520, 0.4994, 0.3208], [-0.0172, 0.1618, 0.8067], [0.0099, 0.6310, -0.1928], [0.4259, -0.1223, -0.0942], [-0.2248, -0.7790, 0.2369], [0.1654, -0.4375, -0.4444], [0.1256, -0.7222, 0.5240], [1.1672, 0.1553, 1.0766], [-0.9683, 0.3179, -1.2809], [-0.1505, 0.7621, 0.2176], [-0.8167, 0.3908, -0.3154], [0.1389, -0.1216, -0.8211], [-0.2683, 0.0338, -0.4439], [0.3549, 0.2241, -0.1041], [0.5127, -0.9277, 0.8939], [0.7409, 0.5077, -0.2422], [0.4013, -0.2094, -1.2676], [-0.7460, 0.4441, 0.1359], [-0.3585, -0.0637, 0.3403], [-0.1205, 0.2776, 0.4932], [-0.3904, 0.1495, 0.0692], [-0.1209, -0.3730, 0.3825], [0.0074, 0.1416, -0.7461], [0.3757, -0.7380, 0.5880], [1.4182, 0.9042, -1.8762], [1.1039, -0.7606, 0.0037], [0.4487, -1.8219, -1.6016], [-0.8295, -0.5040, 0.5891], [0.0096, -0.1829, 0.8636], [-0.4841, 0.1394, 0.2926], [-0.3293, 0.2659, -0.1595], [0.2348, 1.0429, 0.2035], [-1.4892, 0.9687, 1.6807], [-1.6116, -0.8470, -0.9388], [1.1028, -0.8830, 1.7368], [1.4162, 0.1562, -1.2665], [-0.1389, 1.9534, 0.4055], [0.0897, -0.7450, 0.0107], [0.8946, -0.0508, -0.8365], [0.1085, 0.2789, -0.2243], [-0.6062, 0.7003, -0.0807], [-1.0923, -0.7621, 1.0613], [-1.5029, 0.2819, -0.0841], [-1.2502, -1.8327, -0.2174], [0.5204, 0.8736, 0.0344], [0.2191, 0.3640, -0.0307], [0.5928, 0.0411, 0.2075], [0.7427, -0.4660, -0.0051], [0.3485, 0.3811, 0.2260], [0.3182, 0.8649, 0.2945], [0.0943, -0.4331, -0.3779], [1.1593, 0.4058, 0.0296], [-1.8231, 1.9737, -0.3713], [-0.4865, -0.0924, -0.3660], [0.1596, -1.0424, -0.1553], [-0.5096, 0.1861, 0.0384], [0.6828, 0.0166, 0.1013], [0.0338, -1.1984, 0.0569], [0.2110, 0.2212, -0.2636], [0.5790, -0.4266, 0.8935], [0.4858, 1.0876, -1.6627], [0.8718, 1.3673, 0.0764], [0.8791, -1.3692, 0.3686], [0.3461, -0.3707, 0.1355], [-0.6257, -0.0735, 0.5537], [-0.2333, -0.5725, 0.0600], [-0.5615, 0.0051, -0.2131], [-0.2562, -0.1708, 0.5942], [-0.8894, -0.0719, -0.0781], [0.3530, -0.3523, -2.7642], [-0.8988, 1.3673, 1.5208], [0.0998, -0.0183, 0.3153], [-0.4353, -0.0924, 0.3423], [0.6429, 0.3303, 0.5639], [0.6902, -0.9053, 0.2235], [-0.8435, -0.5678, -0.2356], [-0.0332, 0.4542, -0.2300], [0.3040, -0.1467, 0.2742], [0.1770, 0.5000, 0.4554], [-0.4428, -0.7917, -0.2961], [0.1832, 0.2596, -0.9663], [0.1100, -0.3604, 0.8453], [-0.4227, 0.1753, -1.2888], [0.0335, 0.5464, 0.1976], [0.5823, -0.4428, -0.8914], [0.2644, -0.1204, 0.1720], [-0.6156, 0.4535, 1.8549], [0.3274, 0.7600, 0.0016], [0.7545, -0.4556, 0.2379], [-1.0448, 0.3339, 0.2017], [0.0200, -0.5275, -0.1130], [0.1015, -0.3196, 0.1035], [-0.5331, 0.1190, 0.0219], [-0.2819, 0.1274, -0.3396], [-0.0937, 0.1600, -0.0845], [0.6728, -0.1952, 0.0222], [0.8127, 1.1894, 0.4544], [-1.8487, -2.0939, -2.2669], [1.2586, 0.2066, 1.2305], [-0.5313, 0.2390, 0.4171], [0.2385, -0.4069, 0.4302], [-0.1331, -0.1015, -0.3965], [-0.0936, 0.7560, 0.2560], [0.3830, -0.1098, 0.1959], [0.0727, 0.4212, -0.2062], [1.6176, 0.1254, -0.6936], [-2.0615, -0.3135, -1.0178], [1.9359, 1.0889, 0.7632], [-0.7034, -0.2888, -0.3397], [-0.5163, 1.0442, 0.1959], [0.3490, -0.1926, 0.6122], [-0.3100, 0.5921, 0.5282], [0.1330, -0.7381, -0.1587], [-0.5342, -1.1742, 0.1923], [0.3791, 0.6004, -0.1600], [-0.3834, -0.2629, 0.9636], [-0.2936, 0.6044, -0.6960], [-0.1931, -0.1033, -0.8000], [-0.0261, -0.1099, 0.6124], [0.6105, -0.1703, -0.0021], [-0.4645, 0.2572, -0.5942], [0.2242, 0.2651, 0.2982], [0.4290, -1.1887, 0.5672], [0.2610, 1.2777, -1.5627], [-1.3008, -0.4164, 0.1894], [0.7995, -0.4392, 0.6752], [-0.1015, -0.1531, 0.2425], [-0.3220, -0.7648, 0.6740], [0.0452, 0.2106, 0.4060], [0.7230, 0.5566, 0.5536], [0.3445, -0.5273, -0.5700], [-0.4161, 0.1323, -0.2288]], "multiplicity": 1, "gap_ev": 9.553, "charge": 0, "homo_energy_ev": -9.68}